Entry 1:
Density functional theory data (ωB97M-V with the def2-TZVPD basis set) for a 10-piece molecular cluster, C32H64O12 overall at a distorted geometry.

```
108
Properties=species:S:1:pos:R:3:forces:R:3
O 12.403000 30.194000 49.027000 1.765 0.300 1.551
O 10.750000 35.647000 49.968000 3.002 0.081 1.770
O 9.590000 30.717000 52.726000 -3.332 -2.950 -7.331
O 7.478000 36.854000 54.370000 -3.482 -4.600 -3.168
O 7.738000 40.583000 51.181000 -4.993 -0.938 2.459
O 11.815000 38.858000 45.109000 0.415 -5.486 -1.452
O 14.425000 34.100000 52.447000 -2.008 0.672 1.498
O 15.376000 37.524000 49.533000 -3.781 1.062 -4.860
O 10.812000 40.072000 55.829000 2.855 -5.837 -4.029
O 12.781000 35.042000 53.870000 0.424 -1.085 -0.802
O 13.643000 34.190000 45.541000 7.159 -0.603 3.327
O 10.113000 34.087000 48.515000 -2.377 -0.370 -1.521
C 6.686000 36.008000 52.210000 0.892 1.886 0.554
C 6.646000 40.390000 51.848000 5.150 0.478 0.388
C 12.300000 33.941000 49.399000 -2.782 -3.919 3.649
C 11.762000 33.963000 53.738000 3.189 -0.567 3.373
C 6.503000 34.621000 54.541000 -2.606 2.193 1.852
C 13.939000 34.972000 53.164000 0.878 1.144 -0.086
C 9.088000 30.314000 51.495000 3.613 4.538 4.283
C 10.744000 36.639000 45.245000 -0.126 0.902 4.297
C 6.765000 40.190000 53.429000 0.411 -1.063 -0.500
C 14.721000 36.281000 53.351000 2.795 1.928 -1.400
C 11.351000 39.006000 55.203000 -0.890 4.170 6.806
C 10.901000 34.585000 49.231000 3.650 -1.356 0.884
C 12.318000 38.069000 56.043000 -1.880 0.895 -1.658
C 15.074000 32.670000 46.965000 -1.214 -1.552 -3.252
C 16.125000 34.821000 45.866000 -2.750 2.626 -0.750
C 13.538000 30.197000 49.528000 -0.974 -0.044 -2.120
C 5.274000 40.320000 51.318000 3.502 -4.197 -2.269
C 15.087000 38.581000 47.309000 -1.647 0.372 2.207
C 14.603000 29.261000 48.905000 -4.723 -0.253 3.568
C 13.205000 37.170000 48.411000 -1.759 -1.176 -0.467
C 8.936000 31.423000 50.354000 3.332 0.576 0.912
C 14.861000 33.973000 46.104000 -5.442 -1.031 -2.777
C 8.800000 28.928000 51.045000 -1.039 1.963 -1.889
C 11.824000 37.620000 44.755000 0.245 2.224 -1.153
C 6.820000 35.884000 53.731000 4.390 4.238 3.333
C 10.723000 34.196000 54.893000 2.963 -1.501 -0.148
C 11.139000 38.534000 53.869000 -4.280 5.103 2.531
C 9.618000 36.383000 49.906000 -4.816 -1.610 -1.318
C 14.018000 31.089000 50.648000 -2.179 0.162 0.043
C 12.909000 36.991000 43.742000 -4.983 4.207 -1.555
C 9.704000 37.583000 50.825000 1.468 0.237 -1.163
C 14.590000 37.735000 48.496000 4.111 -1.845 4.121
H 13.291000 38.340000 55.695000 0.964 0.115 -0.134
H 15.361000 29.775000 48.544000 3.550 2.170 -2.156
H 10.378000 37.390000 46.133000 -0.581 -1.898 -2.326
H 10.699000 37.679000 53.937000 -1.956 -5.853 0.055
H 14.077000 31.880000 46.841000 3.129 2.352 0.147
H 16.945000 34.160000 45.721000 0.766 -0.358 -0.088
H 8.494000 28.382000 51.838000 -0.787 -2.091 2.530
H 11.170000 35.805000 46.014000 -0.556 1.440 -2.532
H 7.977000 28.935000 50.276000 0.805 0.124 0.687
H 10.518000 38.269000 50.404000 -1.138 -0.704 1.147
H 4.865000 39.400000 51.668000 -0.297 -0.992 0.503
H 12.362000 32.993000 53.563000 -1.327 1.194 0.965
H 11.911000 38.657000 53.335000 6.119 0.018 -4.085
H 8.742000 35.600000 50.245000 1.577 2.134 -0.803
H 16.156000 32.148000 46.647000 -3.032 1.457 1.492
H 13.279000 31.847000 50.855000 -0.537 0.229 -0.274
H 13.576000 37.753000 43.571000 1.814 1.613 -0.616
H 12.643000 36.597000 49.153000 1.532 0.355 1.417
H 14.021000 28.608000 48.336000 -0.183 -1.005 -1.560
H 14.290000 37.340000 53.438000 -0.441 -1.997 0.214
H 5.610000 35.971000 51.957000 0.545 0.320 -0.223
H 16.155000 38.671000 47.370000 0.334 0.719 0.358
H 9.798000 37.309000 51.867000 1.212 -0.598 0.157
H 13.054000 34.374000 48.926000 3.066 2.522 -2.196
H 9.471000 36.482000 48.755000 -0.465 0.890 1.974
H 14.926000 33.162000 47.900000 0.788 -0.444 1.539
H 12.955000 36.393000 47.624000 0.947 1.530 -0.368
H 15.541000 36.258000 54.166000 -1.449 -0.462 -1.160
H 15.830000 35.382000 44.852000 1.120 -0.844 2.340
H 9.473000 32.415000 50.771000 -1.926 -2.064 -0.759
H 11.106000 34.193000 55.948000 -0.066 0.112 -1.191
H 5.432000 34.336000 54.398000 0.445 0.413 -0.023
H 10.406000 39.170000 53.457000 -1.039 0.968 -0.829
H 6.051000 39.401000 53.878000 1.243 0.842 -1.115
H 7.859000 31.482000 50.116000 0.682 0.380 -0.227
H 12.190000 32.923000 48.902000 0.132 1.101 0.867
H 12.537000 38.016000 48.349000 -0.340 0.482 -0.930
H 7.864000 39.916000 53.636000 -1.876 0.547 -0.031
H 14.863000 31.661000 50.338000 1.210 -0.173 0.268
H 12.164000 36.990000 55.750000 0.007 1.103 0.825
H 12.573000 36.548000 42.771000 -0.593 0.905 0.694
H 7.295000 37.021000 51.859000 -2.062 -2.738 0.946
H 6.588000 34.785000 55.716000 0.423 -0.355 -2.808
H 8.797000 38.100000 50.987000 -1.168 0.987 -1.102
H 9.663000 31.223000 49.405000 -2.106 -0.133 2.095
H 13.301000 36.217000 44.148000 2.869 -5.027 3.333
H 14.885000 28.772000 49.796000 1.056 -1.122 0.902
H 5.274000 40.208000 50.261000 -0.197 0.714 -0.973
H 12.186000 38.426000 57.050000 0.091 -0.683 0.566
H 9.652000 28.497000 50.573000 0.870 -0.233 -0.295
H 14.435000 39.516000 47.420000 1.384 -0.841 -0.547
H 7.163000 35.137000 51.762000 -0.017 -0.049 -0.121
H 16.351000 35.578000 46.747000 -0.562 -1.545 -1.833
H 6.444000 41.091000 53.976000 0.497 0.049 -0.407
H 15.318000 36.411000 52.348000 -0.914 -0.476 1.855
H 14.877000 38.118000 46.383000 -0.703 -0.511 -1.050
H 11.304000 34.182000 52.876000 -1.934 0.576 -3.384
H 10.226000 35.077000 54.639000 -0.907 1.542 -0.033
H 12.715000 33.781000 50.525000 -1.414 0.605 -2.518
H 6.976000 33.794000 54.118000 1.430 -1.386 -0.298
H 9.966000 36.196000 44.504000 1.533 1.068 1.390
H 14.002000 30.586000 51.614000 1.027 -0.351 -0.121
H 4.719000 40.991000 51.738000 -3.402 4.483 1.984
H 10.083000 33.374000 54.770000 -1.338 -1.099 0.129
```
Forces are in eV/Å.

The total charge is 0. The value obtained for the energy above the lowest of the compared OMol25 structures with the same formula, charge and spin is 892.3 kJ/mol. The SMILES is CCOC(C)=O.CCOC(C)=O.CC(C)=O.CC(C)=O.CC(C)=O.CC(C)=O.CC(C)=O.CC(C)=O.CC(C)=O.CC(C)=O. The HOMO energy comes out at -9.30 eV. The calculation puts the max |F| at 0.167 hartree/bohr. As for the calculated total energy: -2160.0500 Eh. The value obtained for the LUMO energy is 0.25 eV.

Entry 2:
Density functional theory data (ωB97M-V with the def2-TZVPD basis set) for C55H55AsCsF5O3P2S5 as an isolated structure at a distorted geometry.

```
127
Properties=species:S:1:pos:R:3:forces:R:3
Cs 0.035807 -1.079708 1.017244 -2.333 2.300 0.609
As -0.856293 -2.276508 -1.920456 -0.409 -0.046 -0.910
S -1.162893 6.697692 -1.704556 -0.012 0.215 -0.212
S -3.930993 -0.080708 -1.068656 -0.338 -0.015 0.062
S -1.216193 3.640392 -0.210256 0.076 -0.213 0.005
S -3.558093 -2.594408 1.156744 -0.233 -0.090 0.137
S -2.749293 0.532492 2.022544 -0.536 0.271 0.332
P 2.189407 0.496692 -1.022256 0.761 0.665 -0.542
P -0.862193 5.577392 -0.111056 0.058 0.151 0.318
F 4.712407 0.696092 5.401544 -0.394 -0.036 -0.013
F -0.656093 -0.283608 5.766944 0.407 0.138 0.029
F 0.689207 0.720492 7.894644 0.153 -0.076 -0.320
F 3.388207 1.228792 7.745944 -0.180 -0.121 -0.238
F 3.404007 -0.238408 3.245444 -0.223 0.035 0.244
O 0.282507 -4.155808 1.025144 -0.557 -0.230 0.338
O 1.320107 -2.653308 -0.239356 1.519 -1.725 -1.320
O 0.662707 -0.745408 3.391344 -0.021 -0.287 0.589
C -4.771993 1.057892 0.097144 0.142 -0.300 -0.394
C 1.392007 -5.659708 -2.960856 0.050 -0.142 0.011
C 1.284507 -0.297808 4.370844 0.934 0.664 1.694
C 2.601107 -0.808208 -3.443656 -0.113 0.151 0.057
C 0.535807 -3.398208 -4.297456 -0.164 0.243 0.053
C 1.348007 0.481792 6.731744 0.223 0.116 0.280
C 2.713607 0.739792 6.667944 0.035 -0.004 0.012
C 0.675707 -0.018608 5.641144 -0.371 -0.216 -0.379
C 5.287907 -4.287308 1.963844 0.215 -0.008 0.078
C 1.269507 -4.362608 -4.967356 0.104 -0.061 -0.138
C -2.016193 0.050992 -5.302656 0.012 0.105 -0.114
C 4.333707 -3.834308 2.860644 0.115 -0.061 0.119
C -3.151793 -3.391208 -3.120656 0.035 -0.436 0.326
C 3.541707 3.115992 -1.086956 -0.096 -0.073 0.150
C -1.717393 -1.507508 -3.500656 -0.184 0.018 -0.104
C 1.708307 -5.491508 -4.299456 0.078 -0.093 -0.137
C 3.375407 0.475692 5.473944 0.124 0.141 0.388
C -2.494493 5.559292 2.215544 0.142 -0.047 -0.109
C 1.186607 5.349292 1.785544 -0.033 0.008 -0.048
C -3.469393 -5.598508 -1.460656 -0.061 -0.088 0.051
C -3.765393 -1.949808 2.848644 -0.097 -0.189 -0.483
C 3.019607 -3.672608 2.455844 -0.063 -0.032 -0.030
C 2.664107 -3.936608 1.140544 -0.105 0.100 0.091
C -1.690593 7.701392 1.480244 0.061 0.019 -0.022
C -1.761293 6.323792 1.321644 -0.001 -0.226 -0.444
C 3.666107 -0.330308 -0.252156 -0.188 -0.077 -0.079
C 2.391107 2.281092 -0.537756 -0.146 -0.248 -0.111
C -1.320193 -0.368808 -4.180556 0.203 0.024 0.178
C 3.620307 -4.402808 0.247844 -0.023 0.036 -0.035
C 1.803807 6.461192 -0.255256 -0.116 0.062 -0.017
C -3.960293 -0.448408 2.988244 0.420 0.364 -0.225
C 4.928107 -4.581808 0.658644 0.052 -0.122 -0.092
C -3.147693 6.174692 3.268744 -0.126 0.038 0.207
C -3.068093 7.547392 3.431444 -0.113 0.028 0.143
C 2.473807 5.508592 2.260044 0.055 -0.044 0.163
C -4.329093 -5.400608 -2.531056 -0.160 -0.090 -0.025
C 0.848407 5.835492 0.529044 -0.270 -0.173 -0.385
C 5.058207 -0.226608 -0.871056 -0.159 0.112 0.147
C -3.135593 -0.650508 -5.725156 -0.086 0.038 -0.122
C 0.647507 -4.701708 -2.299256 0.081 0.057 0.151
C -5.028193 -1.538608 -0.970056 0.277 0.540 -0.069
C -5.173293 -2.178708 0.399044 0.497 -0.181 0.194
C -2.291593 -3.588008 -2.027056 -0.463 -0.113 -0.196
C 0.223707 -3.551208 -2.953056 0.241 -0.089 -0.242
C -2.341893 8.312892 2.532444 0.034 0.146 0.054
C 1.291407 -3.572008 0.616544 1.095 -0.816 -0.462
C 2.708207 0.569292 -2.807356 -0.107 -0.026 0.345
C -4.178993 -4.299708 -3.355256 0.031 0.120 -0.133
C -3.824893 1.676992 1.107944 0.209 -0.377 0.250
C -3.562993 -1.770908 -5.035556 -0.066 -0.129 0.033
C -2.458093 -4.686208 -1.201656 0.106 -0.012 0.165
C 3.093407 6.616292 0.221244 0.172 0.098 0.053
C -2.850693 -2.212708 -3.927056 0.202 0.320 -0.122
C 3.426907 6.146192 1.480544 0.173 0.069 -0.017
C 2.692007 -0.009108 4.382844 -0.172 -0.185 -0.443
H -5.573693 0.494292 0.575544 -0.028 0.070 0.029
H -3.101893 2.314692 0.593244 -0.167 0.143 0.144
H 3.381007 -1.470908 -3.076756 0.069 -0.151 0.017
H -0.457993 0.186092 -3.826556 0.003 0.064 -0.057
H 3.688807 0.040992 0.775444 -0.033 -0.117 0.074
H 4.433007 6.273692 1.856044 0.084 -0.019 0.027
H 2.291907 -6.238008 -4.822856 0.023 -0.046 -0.009
H 6.319907 -4.398108 2.273344 0.013 -0.008 0.051
H -5.692493 -1.519808 1.090844 -0.135 -0.016 0.037
H 5.776307 -0.709308 -0.206056 0.070 -0.052 -0.028
H 5.373807 0.806092 -1.003256 0.062 0.051 -0.088
H -4.390193 2.270892 1.831244 0.050 0.144 -0.128
H -5.220793 1.856692 -0.497256 -0.066 -0.004 0.104
H -3.685693 -0.318708 -6.597156 -0.002 0.035 -0.002
H 0.437207 4.845692 2.382144 -0.008 -0.065 0.034
H -5.124893 -6.109408 -2.727956 0.002 -0.017 0.019
H -3.567593 8.023292 4.264444 -0.074 0.033 0.054
H -2.838893 -2.254708 3.335344 -0.018 -0.034 0.113
H 4.513107 2.741892 -0.770556 0.108 -0.039 -0.006
H 5.670107 -4.937108 -0.046456 0.031 -0.007 0.004
H 0.202507 -2.514908 -4.829256 0.028 -0.036 -0.033
H -4.604893 -2.479208 3.309744 0.151 0.025 0.145
H 2.411707 2.283792 0.557744 -0.118 0.071 -0.033
H 3.442807 4.136492 -0.720256 0.045 0.068 -0.017
H -1.793493 -4.821908 -0.357356 0.020 -0.021 0.082
H -5.740893 -3.106308 0.292444 -0.101 0.092 0.054
H -6.009993 -1.250808 -1.357856 0.009 -0.163 -0.015
H 0.400807 -4.835708 -1.256456 -0.013 -0.103 0.087
H -3.825593 -0.182008 4.038644 -0.175 0.001 -0.007
H -2.532593 4.485092 2.085944 -0.005 -0.045 -0.066
H 2.274407 -3.309208 3.148944 -0.098 0.088 0.046
H 1.501507 -4.229108 -6.016356 0.018 0.028 -0.044
H 1.729707 -6.542708 -2.432156 -0.017 -0.013 0.044
H 1.515607 6.829892 -1.232056 -0.024 -0.010 -0.009
H 2.737107 5.131792 3.238544 0.031 -0.033 0.072
H -1.694393 0.926992 -5.850856 0.012 0.049 0.049
H 1.445107 2.744892 -0.836956 0.006 0.039 0.203
H -2.284893 9.387392 2.651244 0.003 0.049 0.037
H 3.381607 -1.383508 -0.213156 0.022 -0.064 0.200
H -4.448493 -2.301008 -5.365556 -0.012 -0.013 -0.013
H 3.514207 3.149792 -2.173556 0.069 0.017 -0.133
H 2.026107 1.267692 -3.302056 0.065 0.060 0.011
H -1.122493 8.278792 0.761944 -0.032 0.045 -0.033
H -4.858793 -4.151508 -4.185556 -0.007 -0.009 -0.035
H -3.718893 5.579492 3.968444 -0.025 -0.039 0.066
H 3.839407 7.102292 -0.394456 0.060 0.025 -0.012
H 3.333107 -4.598708 -0.776356 -0.020 0.049 -0.109
H 1.649207 -1.262908 -3.167956 0.046 -0.057 -0.151
H 3.724207 0.963392 -2.883256 -0.057 0.070 -0.120
H 5.101807 -0.734908 -1.833156 0.054 0.031 -0.094
H -4.563193 -2.240808 -1.660556 -0.221 0.021 0.026
H 2.672307 -0.751108 -4.530856 -0.012 -0.112 -0.060
H -4.954993 -0.139208 2.668444 -0.062 -0.024 0.067
H 4.620707 -3.597808 3.877244 -0.015 0.037 0.030
H -3.594193 -6.467608 -0.827256 0.016 0.015 0.060
```
Forces are in eV/Å.

The total charge is -2. The value obtained for the energy above the lowest of the compared OMol25 structures with the same formula, charge and spin is 244.0 kJ/mol. The HOMO energy comes out at -3.02 eV. The calculation puts the max |F| at 0.065 hartree/bohr. As for the calculated total energy: -7783.5946 Eh. The value obtained for the LUMO energy is 3.24 eV.